No. 1
C57H142N9O19Zn | ωB97M-V/def2-TZVPD

As for the HOMO energy: -9.533 eV. The calculation puts the relative energy (zero: lowest compared OMol25 entry of this formula, charge and spin) at 770.9 kJ/mol. The total charge is +1.

Atoms and positions in Å:
Zn (15.36705, 6.83456, -7.39701)
O (13.98581, 10.21918, -27.89403)
O (20.10742, 6.84739, -25.71644)
O (7.91668, -1.25607, -13.25545)
O (22.13643, 19.21605, -9.99216)
O (5.18883, 7.48190, -17.54734)
O (14.68633, 10.15888, -23.39795)
O (19.74204, 15.65431, -8.44553)
O (13.33497, 6.97221, -6.70054)
O (16.51157, 5.03406, -8.15640)
O (21.64593, 5.90310, -21.15360)
O (7.96473, 14.58358, -18.89999)
O (3.20232, 15.85921, -19.71828)
O (14.89915, 7.78869, -11.79551)
O (19.31636, -2.02286, -12.48374)
O (25.59690, 7.35298, -13.53902)
O (28.93284, 2.05818, -14.47181)
O (18.71798, -6.14165, -8.01401)
O (10.37873, 3.69436, -19.08993)
O (4.31349, 3.60336, -10.58887)
N (7.24550, 2.24191, -12.21341)
N (14.03908, 4.35801, -7.21686)
N (18.79271, 6.25585, -22.36297)
N (26.59018, 4.77208, -13.26344)
N (7.08037, 4.28002, -17.61528)
N (17.94034, -3.33219, -10.22585)
N (12.78925, 9.45011, -25.24405)
N (21.37209, 17.84704, -7.57036)
N (6.08615, 16.66047, -18.98057)
C (13.93317, 11.09844, -28.94878)
C (19.24402, 5.61214, -21.12831)
C (5.29267, 17.25270, -20.07830)
C (24.74386, 8.42345, -13.11021)
C (19.81927, 6.33612, -23.40244)
C (20.16847, 17.42822, -6.80776)
C (19.53439, -6.30729, -6.87182)
C (17.39046, -3.24444, -11.55239)
C (19.59029, 6.92465, -27.03042)
C (19.92747, 15.92067, -7.00025)
C (6.01624, 2.23331, -11.48625)
C (14.69989, 3.54139, -8.21743)
C (17.83594, 5.30748, -8.61602)
C (17.84955, -2.00092, -12.39092)
C (5.53205, 3.66336, -11.27567)
C (26.64270, 7.09192, -12.61408)
C (8.40203, 13.60934, -17.97772)
C (12.86445, 8.70069, -23.99652)
C (22.83719, 6.46334, -20.61063)
C (3.60639, 4.85163, -10.68310)
C (7.07151, -0.14297, -12.95131)
C (5.94943, 5.21681, -17.80635)
C (5.39678, 8.83445, -17.61616)
C (3.77488, 17.17185, -19.80028)
C (21.43275, 19.29866, -7.65242)
C (22.41522, 19.64751, -8.65393)
C (18.59767, -4.78492, -8.33444)
C (19.10604, 6.74307, -24.72944)
C (13.55739, 7.10151, -13.69024)
C (16.05803, 7.19690, -13.83056)
C (12.72786, 4.84257, -7.61765)
C (15.24622, 11.03082, -22.44274)
C (28.41043, 3.08573, -13.55681)
C (27.24170, 3.88623, -14.16738)
C (8.37933, 15.89387, -18.45864)
C (12.80705, 9.44146, -27.80626)
C (9.43586, 3.60896, -18.03309)
C (27.47981, 5.89858, -12.98850)
C (13.07686, 8.22414, -6.12415)
C (29.62730, 2.52486, -15.58944)
C (19.93931, -1.13130, -13.38704)
C (7.96429, 0.99688, -12.33564)
C (7.48900, 16.85147, -19.19888)
C (8.31574, 4.60532, -18.36962)
C (13.38391, 9.73760, -22.93749)
C (20.48070, 6.20239, -20.42639)
C (12.79515, 8.64882, -26.48229)
C (16.21803, 3.61677, -8.00702)
C (7.24320, -2.29664, -13.93310)
C (19.33857, 14.29166, -8.67185)
C (3.23201, 15.06612, -20.90517)
C (17.75400, -4.65686, -9.58963)
C (12.26460, 6.02411, -6.76414)
C (14.81382, 7.82168, -13.15647)
C (22.91311, 19.81873, -10.97453)
C (11.34580, 2.70336, -19.01406)
C (6.36572, 6.71428, -17.50453)
H (28.14150, 2.49859, -12.67872)
H (20.03273, 13.61324, -8.17586)
H (16.15314, 11.50366, -22.81960)
H (12.69909, 10.58537, -22.95804)
H (8.26136, 0.60275, -11.36378)
H (22.74457, 7.54890, -20.57759)
H (19.02549, 6.01184, -27.21986)
H (23.67851, 6.18273, -21.24432)
H (16.79920, 2.98992, -8.68332)
H (16.72365, -4.88010, -9.31281)
H (9.43878, 13.81444, -17.71088)
H (4.52383, 9.46068, -17.80023)
H (14.56862, 3.96995, -9.21101)
H (24.07376, 8.71078, -13.92047)
H (26.17914, 6.87688, -11.65128)
H (20.40180, 17.64706, -5.76576)
H (28.19801, 5.67934, -12.19843)
H (8.41904, 12.67272, -18.53499)
H (5.51075, 4.16745, -12.24188)
H (21.61208, 19.71206, -6.65994)
H (18.33293, 14.10924, -8.29299)
H (18.36976, 5.63714, -20.47782)
H (14.35480, 2.51088, -8.30137)
H (20.97033, -1.48398, -13.36077)
H (18.59755, 4.69023, -8.13953)
H (16.55041, 3.30156, -7.01796)
H (9.95845, 3.81112, -17.09815)
H (19.90718, -7.32666, -6.77166)
H (6.14078, 1.70665, -10.54009)
H (16.01546, 7.28485, -14.91618)
H (22.86764, 20.90154, -10.85814)
H (18.99648, 7.83198, -27.14105)
H (13.89651, 3.84004, -6.36160)
H (27.33193, 7.92377, -12.46892)
H (8.07924, 4.46346, -19.42416)
H (11.94604, 5.70483, -5.77183)
H (4.25982, 14.96381, -21.25336)
H (26.51053, 3.16641, -14.53527)
H (28.93640, 3.22204, -16.06348)
H (19.78744, -0.10093, -13.06555)
H (8.98192, 2.61878, -17.99324)
H (15.36110, 10.67146, -21.42012)
H (17.64786, -1.03475, -11.92839)
H (28.08123, 6.20941, -13.84278)
H (23.06516, 6.01558, -19.64335)
H (18.55577, 7.68395, -24.72239)
H (2.59570, 15.47913, -21.68788)
H (20.63371, 6.98802, -23.08648)
H (6.72890, 6.78302, -16.47912)
H (23.97221, 19.56155, -10.99033)
H (3.57288, 17.71425, -18.87664)
H (11.05171, 1.69454, -19.30368)
H (22.52415, 20.72756, -8.75258)
H (13.55863, 6.01151, -13.69319)
H (17.78423, -4.09087, -12.11505)
H (13.39948, 9.28011, -21.94826)
H (27.47784, 4.38139, -15.10927)
H (19.53991, -4.23714, -8.34920)
H (6.55187, 0.28069, -13.81073)
H (13.93191, 8.88756, -6.25400)
H (18.40525, 7.16549, -22.15672)
H (21.17153, 17.56651, -8.51968)
H (25.31983, 9.30616, -12.83242)
H (6.25257, 4.21541, -10.67219)
H (29.91175, 1.76785, -16.32029)
H (13.68364, 9.91256, -25.32349)
H (8.90811, 1.15917, -12.85620)
H (5.61535, 5.18671, -18.84345)
H (3.22700, 17.74149, -20.55090)
H (3.37929, 5.22643, -11.68112)
H (17.42617, -1.99733, -13.39533)
H (20.25748, 5.34673, -23.53353)
H (6.10093, 15.65276, -19.04701)
H (19.44678, 14.06896, -9.73334)
H (5.61929, 18.29260, -20.07559)
H (8.32039, 16.05551, -17.38230)
H (13.63518, 7.94516, -24.14898)
H (19.04191, 15.66726, -6.41745)
H (20.57113, 5.86320, -19.39447)
H (11.85785, 9.97704, -27.78921)
H (18.94002, -3.19065, -10.25233)
H (17.93883, 5.02719, -9.66434)
H (11.41868, 6.50573, -7.25459)
H (5.91232, 9.16306, -16.71374)
H (13.74870, 8.12565, -26.55408)
H (23.36386, 19.15454, -8.44140)
H (13.08358, 11.78102, -28.92956)
H (4.04711, 5.59230, -10.01581)
H (19.44291, 4.57252, -21.38859)
H (9.44424, 16.02962, -18.64745)
H (11.83202, 2.68079, -18.03876)
H (5.05571, 4.88994, -17.27479)
H (11.86601, 8.36032, -23.72201)
H (6.27738, -0.35988, -12.23690)
H (14.83876, 11.68525, -29.10270)
H (12.09970, 3.96863, -7.44516)
H (20.80641, 15.38899, -6.63572)
H (7.68155, 17.85093, -18.80887)
H (16.30081, -3.22320, -11.56998)
H (25.69507, 5.12283, -13.57305)
H (8.68928, 5.61840, -18.22048)
H (6.53957, -2.84219, -13.30429)
H (12.13669, 2.97603, -19.71283)
H (18.46175, 5.87871, -24.89034)
H (18.14152, -5.43594, -10.24611)
H (12.68782, 7.36301, -13.08725)
H (7.12189, 7.07414, -18.20223)
H (2.61049, 4.62536, -10.30222)
H (20.45567, -5.72795, -6.93267)
H (7.78008, 16.95995, -20.24367)
H (20.41492, 6.91684, -27.74317)
H (5.30814, 1.64281, -12.06766)
H (24.08177, 8.06461, -12.32219)
H (11.99123, 7.91429, -26.43466)
H (2.93558, 14.03779, -20.69841)
H (12.94556, 8.74780, -28.63556)
H (19.46040, -1.22261, -14.36193)
H (12.63709, 5.09662, -8.67373)
H (22.59247, 19.53593, -11.97718)
H (20.40108, 19.53059, -7.91693)
H (14.54549, 11.86262, -22.51471)
H (18.94140, -5.98113, -6.01738)
H (14.76770, 8.86302, -13.47523)
H (16.99623, 7.57633, -13.42571)
H (29.25970, 3.69532, -13.24817)
H (30.58500, 2.95970, -15.30336)
H (6.71395, -2.02924, -14.84770)
H (7.84931, 13.57351, -17.03894)
H (5.57245, 16.79299, -21.02619)
H (13.37531, 7.35856, -14.73373)
H (7.11388, 2.66242, -13.12223)
H (20.35121, 7.28264, -20.36002)
H (12.12432, 8.57505, -6.52117)
H (13.06498, 8.03856, -5.05013)
H (16.16327, 6.12701, -13.65060)
H (13.81645, 10.46812, -29.83035)
H (18.08556, 6.35739, -8.46277)
H (6.75056, 3.36099, -17.87357)
H (7.96289, -3.07448, -14.18824)
H (19.22972, 17.94902, -6.99650)
H (6.03133, 9.06901, -18.47080)
H (18.08386, -4.18288, -7.58500)

***

No. 2
H25O16S | ωB97M-V/def2-TZVPD

As for the HOMO energy: -7.123 eV. The calculation puts the relative energy (zero: lowest compared OMol25 entry of this formula, charge and spin) at 163.9 kJ/mol. The total charge is -1.

Atoms and positions in Å:
S (-0.16952, -0.01023, -0.09084)
O (-1.63705, -1.97803, 2.58325)
O (0.22668, 1.39658, 0.08429)
O (-0.27402, 3.49625, 1.35537)
O (0.19553, 3.14628, -1.89685)
O (3.25541, -1.10528, -0.36820)
O (0.18562, -2.62709, -2.74954)
O (1.53331, 0.10237, -3.27262)
O (-0.17520, -0.33172, -1.48655)
O (2.47229, 2.02637, 1.32456)
O (-3.24723, 1.21622, 1.58820)
O (-2.15103, 0.26482, -2.97303)
O (-3.64262, -1.80345, -0.05671)
O (0.90246, -0.67411, 0.65205)
O (2.53438, -0.97207, 2.73041)
O (-1.43767, -0.25107, 0.62725)
O (0.84908, -3.09805, 1.42883)
H (0.93007, -0.28511, -2.63635)
H (-1.62119, -1.29044, 1.94630)
H (2.40030, -1.00931, 0.08126)
H (0.38358, 2.77349, -1.05631)
H (-2.84158, -1.46950, 0.26365)
H (1.78697, -1.02311, 3.50059)
H (0.47576, 3.94515, 1.15819)
H (-2.00029, 0.03549, -3.80259)
H (1.74845, 1.57150, 0.91487)
H (1.20895, -3.18075, 2.23265)
H (-1.38341, 0.15949, -2.40924)
H (-4.07818, 0.91491, 1.46691)
H (-0.08476, -1.68059, -2.46727)
H (-3.82264, -2.47021, -0.73942)
H (1.11669, -2.06916, 1.04328)
H (1.06952, -2.63805, -2.52746)
H (3.32066, -0.19585, -0.57307)
H (2.78559, 2.67084, 0.74792)
H (1.96998, -0.70623, -3.88943)
H (-0.46236, 3.47680, 2.43826)
H (-2.59237, 0.69399, 1.19504)
H (-0.78679, -2.42927, 2.38186)
H (-0.26330, 2.58670, 0.96526)
H (-0.68554, 3.47477, -1.65790)
H (2.00547, -0.65336, 1.94311)

***

No. 3
C2H3NO3 | ωB97M-V/def2-TZVPD

As for the HOMO energy: -9.602 eV. The calculation puts the relative energy (zero: lowest compared OMol25 entry of this formula, charge and spin) at 499.0 kJ/mol. The total charge is 0. Its SMILES is C=C=O.O=NO.

Atoms and positions in Å:
O (-0.73690, -1.52333, -0.29611)
O (2.15290, -0.85027, 0.19679)
O (2.30965, 1.26397, -0.11143)
N (1.59107, 0.40983, -0.22886)
C (-1.82241, 0.56637, 0.15375)
C (-1.22648, -0.51405, -0.04830)
H (-1.97341, 0.98982, 1.24827)
H (-2.00147, 1.25779, -0.68323)
H (1.70705, -1.60013, -0.23087)